(a)
Here is C5H11NO in the gas phase from OMol25. Energies are from the ωB97M-V functional and the def2-TZVPD basis.

Structure (ORCA input):
```
! RIJCOSX wB97M-V def2-TZVPD def2/J DEFGRID3
* xyz 0 1
C 0.524 1.993 -0.173
C 0.780 0.758 0.684
C 0.447 -0.553 -0.036
C 0.844 -1.768 0.801
N -0.969 -0.626 -0.219
C -1.662 -0.295 -1.221
O -2.972 -0.469 -1.000
H 1.104 1.950 -1.103
H -0.535 2.078 -0.443
H 0.804 2.908 0.357
H 1.832 0.725 0.992
H 0.177 0.804 1.601
H 0.972 -0.580 -1.003
H 1.920 -1.773 0.994
H 0.312 -1.749 1.760
H 0.569 -2.695 0.288
H -1.373 0.096 -2.202
H -2.775 -0.803 -0.076
*
```

Calculated values
HOMO (eV): -9.700
SMILES string: CC[C@@H](C)/N=C/O
E_LUMO (Ha): 0.0425

Calculated atomic charges, method Mulliken, unit e: C -1.194; C -0.597; C 0.421; C -1.521; N -0.553; C 0.084; O -0.535; H 0.309; H 0.292; H 0.363; H 0.331; H 0.307; H 0.350; H 0.396; H 0.326; H 0.367; H 0.411; H 0.444



(b)
Here is C5H11NO in the gas phase from OMol25. Energies are from the ωB97M-V functional and the def2-TZVPD basis.

Structure (ORCA input):
```
! RIJCOSX wB97M-V def2-TZVPD def2/J DEFGRID3
* xyz 0 1
C 0.824 0.195 1.414
C 0.120 0.746 0.154
C -0.511 1.994 0.537
C -0.776 -0.292 -0.534
C -0.326 -1.696 -0.866
N 0.713 -2.034 -1.736
O -0.911 -2.643 -0.235
H 0.026 -0.014 2.164
H 1.616 0.863 1.619
H 1.123 -0.875 1.473
H 1.086 0.907 -0.380
H -0.830 2.953 -0.068
H -1.419 1.842 1.189
H 0.164 2.489 1.437
H -0.951 0.197 -1.573
H -1.760 -0.182 -0.039
H 0.969 -1.390 -2.515
H 0.842 -3.058 -2.042
*
```

Calculated values
HOMO (eV): -9.585
SMILES string: CC(C)CC(N)=O
E_LUMO (Ha): 0.0286

Calculated atomic charges, method Mulliken, unit e: C -1.593; C 0.954; C -1.303; C -0.582; C 0.317; N -0.443; O -0.623; H 0.330; H 0.462; H 0.352; H 0.125; H 0.281; H 0.324; H 0.266; H 0.302; H 0.317; H 0.245; H 0.270



(c)
Here is C5H11NO in the gas phase from OMol25. Energies are from the ωB97M-V functional and the def2-TZVPD basis.

Structure (ORCA input):
```
! RIJCOSX wB97M-V def2-TZVPD def2/J DEFGRID3
* xyz 0 1
C 0.324 -0.709 -0.045
C -0.178 -1.562 1.072
C 1.778 -0.350 -0.044
C -0.841 1.532 0.467
N -0.312 -0.664 -1.201
C -0.708 1.107 -1.317
O -1.733 1.131 -1.969
H -1.185 -1.056 -1.532
H 0.155 1.733 -1.583
H -1.264 -1.636 1.060
H 0.152 -1.171 2.034
H 0.242 -2.568 0.970
H 2.141 -0.086 0.947
H 1.998 0.431 -0.771
H 2.330 -1.234 -0.380
H -0.006 1.626 1.163
H -1.669 0.940 0.853
H -1.225 2.535 0.278
*
```

Calculated values
HOMO (eV): -8.069
E_LUMO (Ha): -0.0002

Calculated atomic charges, method Mulliken, unit e: C 0.753; C -1.303; C -1.165; C -1.121; N -0.385; C 0.181; O -0.602; H 0.310; H 0.275; H 0.347; H 0.333; H 0.374; H 0.345; H 0.330; H 0.357; H 0.323; H 0.252; H 0.396



(d)
Here is C5H11NO in the gas phase from OMol25. Energies are from the ωB97M-V functional and the def2-TZVPD basis.

Structure (ORCA input):
```
! RIJCOSX wB97M-V def2-TZVPD def2/J DEFGRID3
* xyz 0 1
C 2.134 0.044 1.809
C 0.746 -0.164 1.155
C 0.646 0.080 -0.334
O 1.470 0.709 -0.960
N -0.688 -0.156 -0.726
C -0.869 -0.462 -2.150
C -1.936 0.285 -0.092
H 2.137 0.933 2.419
H 2.526 -0.789 2.392
H 2.818 0.246 0.976
H 0.191 0.755 1.376
H 0.281 -1.079 1.457
H -1.735 0.093 -2.516
H 0.080 -0.202 -2.697
H -1.207 -1.548 -2.266
H -2.726 -0.366 -0.397
H -1.743 0.303 0.985
H -2.123 1.319 -0.430
*
```

Calculated values
HOMO (eV): -8.818
SMILES string: CCC(=O)N(C)C
E_LUMO (Ha): 0.0313

Calculated atomic charges, method Mulliken, unit e: C -1.133; C -0.469; C 0.578; O -0.592; N 0.055; C -1.006; C -1.029; H 0.294; H 0.287; H 0.324; H 0.220; H 0.450; H 0.340; H 0.366; H 0.240; H 0.378; H 0.388; H 0.309



Preferred: (a); penalty for the next structure: 50.2 kJ/mol.



(a)
Here is C5H11NO in the gas phase from OMol25. Energies are from the ωB97M-V functional and the def2-TZVPD basis.

Structure (ORCA input):
```
! RIJCOSX wB97M-V def2-TZVPD def2/J DEFGRID3
* xyz 0 1
C 1.794 -0.612 -1.257
C 1.320 0.676 -0.546
C -0.189 0.837 -0.424
C -0.787 -0.220 0.518
N -0.526 0.102 1.908
C -2.290 -0.375 0.290
O -3.005 -1.041 0.983
H 1.736 -1.433 -0.531
H 2.841 -0.427 -1.485
H 1.100 -0.957 -2.005
H 1.764 0.629 0.448
H 1.681 1.568 -1.041
H -0.722 0.812 -1.383
H -0.443 1.820 -0.029
H -0.355 -1.206 0.310
H 0.144 -0.522 2.332
H -1.374 0.106 2.456
H -2.690 0.243 -0.543
*
```

Calculated values
HOMO (eV): -9.464
SMILES string: CCC[C@@H](N)C=O
E_LUMO (Ha): 0.0308

Calculated atomic charges, method Mulliken, unit e: C -1.119; C -0.542; C -0.862; C 0.520; N -0.581; C -0.197; O -0.469; H 0.297; H 0.344; H 0.317; H 0.301; H 0.364; H 0.354; H 0.379; H 0.134; H 0.235; H 0.233; H 0.294



(b)
Here is a molecular structure, C5H11NO from OMol25. Energies are from the ωB97M-V functional and the def2-TZVPD basis.

Structure (ORCA input):
```
! RIJCOSX wB97M-V def2-TZVPD def2/J DEFGRID3
* xyz 0 1
C -1.205 -0.984 -1.418
C -0.551 0.041 -0.455
C -1.116 -0.175 0.908
N 0.861 -0.183 -0.368
C 1.030 0.705 1.951
C 1.561 0.300 -1.412
O 1.111 0.742 -2.472
H -0.936 -2.000 -1.110
H -2.294 -0.876 -1.451
H -0.785 -0.780 -2.407
H -0.795 1.052 -0.819
H -0.171 0.389 1.517
H -2.032 0.342 1.203
H -1.032 -1.191 1.306
H 0.615 0.961 2.929
H 1.679 -0.161 1.947
H 1.402 1.557 1.395
H 2.657 0.261 -1.242
*
```

Calculated values
HOMO (alpha / beta) (eV): -8.011 / -8.600
E_LUMO (alpha / beta) (Ha): -0.0679 / -0.0507

Calculated atomic charges, method Mulliken, unit e: C -1.405; C 0.640; C -0.614; N -0.579; C -0.999; C -0.051; O -0.595; H 0.385; H 0.354; H 0.341; H 0.276; H 0.162; H 0.391; H 0.338; H 0.358; H 0.315; H 0.307; H 0.379



Preferred: (a); penalty for the next structure: 380.4 kJ/mol.